24
Properties=species:S:1:pos:R:3:nbo_charge:R:1 method="wB97M-V/def2-TZVPD" smiles="CCN/N=C(/C)CNC" e_homo_ev=-8.26 e_above_lowest_kj_mol=838.7
H 0.07488 -0.01342 -2.13397 0.179
H 1.69514 -1.54386 1.06380 0.204
H -2.40521 -2.01896 0.31962 0.205
N -0.27428 -2.06204 0.79346 -0.632
C -1.49828 -1.54158 0.10816 -0.428
H -0.69060 1.94092 -3.15194 0.223
H 2.26306 1.61865 -0.31374 0.382
C 0.63531 1.01466 -1.69862 -0.236
C 0.91593 -1.32077 0.54206 -0.290
C 0.33871 -0.02711 1.27434 0.366
N 1.28042 0.98118 -0.35886 -0.558
H 1.01806 -1.05428 -0.55510 0.208
H 1.70478 1.40057 -2.32284 0.200
H -1.50686 2.15358 -1.62998 0.224
H 0.68687 -0.35947 3.44469 0.236
H -0.30501 -3.06417 0.20037 0.341
C -0.34930 2.04288 -2.08079 -0.649
C -0.20514 -0.18414 2.69197 -0.752
H -0.95197 -1.06198 2.88266 0.272
H -0.34420 0.90411 2.55198 0.270
H -1.49460 -0.40403 0.50049 0.211
N 0.35170 1.24494 0.72928 -0.354
H -1.20479 -1.77126 -0.93280 0.179
H 0.26537 3.12559 -1.92425 0.200